Record 1
{
  "formula": "C18H34Cl22",
  "method": "ωB97M-V with the def2-TZVPD basis set",
  "species": ["Cl", "C", "Cl", "Cl", "H", "Cl", "C", "Cl", "Cl", "H", "Cl", "C", "C", "Cl", "H", "H", "H", "H", "Cl", "C", "C", "Cl", "H", "H", "H", "H", "Cl", "C", "C", "Cl", "H", "H", "H", "H", "Cl", "C", "C", "Cl", "H", "H", "H", "H", "Cl", "C", "C", "Cl", "H", "H", "H", "H", "Cl", "C", "C", "Cl", "H", "H", "H", "H", "Cl", "C", "C", "Cl", "H", "H", "H", "H", "Cl", "C", "C", "Cl", "H", "H", "H", "H"],
  "xyz": [[22.19750, -3.69685, 6.12475], [22.10047, -3.38100, 4.37426], [20.47316, -2.92329, 3.91891], [22.64055, -4.77104, 3.45304], [22.76332, -2.54513, 4.19969], [19.47936, -0.01290, 5.92244], [20.86511, 0.46018, 4.95919], [22.36946, 0.00086, 5.77346], [20.85815, 2.21609, 4.63913], [20.85903, -0.00633, 3.98298], [17.46070, 3.47084, -2.97577], [16.51435, 2.18740, -2.17971], [17.31862, 1.62204, -1.02765], [16.74152, 0.01337, -0.59577], [16.31053, 1.41596, -2.91789], [15.58144, 2.60892, -1.82241], [17.19914, 2.24356, -0.13892], [18.39000, 1.59920, -1.20259], [23.57146, 3.77822, 2.59273], [24.22528, 5.14135, 1.62992], [25.68620, 4.95815, 1.41721], [26.33427, 6.42757, 0.62878], [24.04125, 6.04316, 2.20809], [23.66246, 5.18359, 0.70312], [25.90694, 4.12190, 0.75972], [26.22569, 4.83083, 2.35034], [26.28732, 0.18660, -2.89062], [25.21011, 1.46224, -3.56237], [24.09265, 1.78860, -2.61846], [24.69420, 2.61141, -1.15687], [24.80816, 1.07526, -4.49505], [25.84176, 2.32386, -3.75398], [23.56532, 0.88275, -2.33576], [23.41267, 2.48236, -3.10762], [20.81249, 0.56108, -0.25409], [21.98036, 1.26493, 0.92434], [23.16190, 0.38566, 1.12848], [22.75936, -1.15678, 1.94318], [21.40526, 1.45160, 1.82529], [22.31909, 2.19586, 0.48272], [23.87659, 0.89001, 1.77416], [23.66139, 0.13082, 0.19831], [21.76450, -5.55553, 0.13871], [22.87452, -4.24171, -0.33531], [22.39060, -3.65838, -1.64518], [23.13433, -2.06970, -1.94595], [23.85894, -4.68012, -0.46116], [22.85582, -3.48064, 0.43687], [21.31151, -3.54330, -1.63448], [22.64036, -4.30691, -2.48163], [21.22261, 6.39424, 2.10339], [19.47009, 6.27538, 2.31671], [18.84306, 5.32320, 1.35022], [19.46637, 3.66908, 1.47494], [19.02525, 7.25465, 2.13522], [19.26784, 6.00777, 3.35030], [19.00038, 5.66563, 0.32922], [17.76777, 5.28402, 1.51794], [25.58369, 0.93201, 3.86682], [25.90226, 2.30793, 4.93708], [26.96757, 1.92628, 5.94364], [27.21706, 3.22946, 7.10367], [24.96602, 2.56751, 5.42965], [26.19651, 3.17862, 4.35620], [27.90516, 1.72151, 5.42531], [26.70757, 0.99706, 6.44656], [18.89504, -2.48810, -4.11585], [19.80011, -1.04643, -4.63753], [19.50465, 0.10345, -3.69106], [20.67945, 1.41067, -3.94641], [19.46441, -0.79958, -5.64287], [20.85943, -1.27768, -4.69540], [19.51754, -0.21369, -2.65341], [18.52597, 0.51591, -3.92587]],
  "forces_ev_per_angstrom": [[-0.059, -0.072, -0.162], [0.194, -0.046, 0.615], [-0.241, 0.055, -0.078], [0.097, -0.015, -0.057], [0.015, 0.025, -0.185], [-0.040, -0.009, -0.149], [0.321, 0.505, 0.064], [-0.061, -0.003, -0.121], [-0.007, -0.188, 0.066], [-0.160, -0.305, 0.085], [-0.062, 0.176, -0.041], [0.236, -0.321, 0.017], [0.114, 0.727, 0.589], [-0.089, -0.441, 0.026], [-0.012, 0.063, -0.052], [-0.083, 0.048, -0.104], [-0.049, -0.006, -0.079], [-0.013, -0.234, -0.351], [0.090, -0.052, 0.000], [-0.592, 0.150, 0.359], [0.647, -0.121, -0.284], [0.022, 0.010, -0.040], [-0.054, 0.010, -0.022], [0.045, -0.014, -0.080], [0.001, -0.030, 0.045], [-0.038, 0.018, 0.072], [-0.165, 0.133, -0.093], [0.472, -0.268, 0.077], [-0.039, 0.075, -0.283], [-0.037, -0.011, 0.180], [-0.036, 0.002, -0.025], [-0.032, 0.057, -0.067], [-0.155, 0.061, 0.186], [-0.111, -0.049, 0.063], [0.069, -0.064, 0.043], [-0.521, 0.006, -0.475], [0.517, -0.208, 0.194], [-0.106, 0.064, -0.025], [0.164, 0.076, 0.132], [-0.045, 0.144, 0.106], [-0.005, 0.069, 0.021], [-0.094, -0.038, -0.074], [0.007, -0.110, -0.019], [-0.094, 0.096, -0.282], [-0.314, -0.370, -0.156], [0.137, 0.119, -0.068], [0.108, 0.102, 0.222], [0.093, -0.098, 0.146], [-0.047, 0.235, 0.060], [0.069, 0.045, -0.007], [0.093, 0.176, -0.026], [-0.337, 0.263, 0.298], [-0.293, 0.016, -0.483], [0.021, -0.182, 0.028], [0.181, 0.059, 0.023], [0.112, -0.136, 0.020], [0.106, -0.111, -0.027], [0.006, -0.024, 0.110], [0.077, -0.140, -0.188], [-0.252, 0.444, 0.484], [0.184, -0.662, -0.687], [0.018, 0.166, 0.208], [0.009, -0.138, 0.035], [0.110, -0.153, -0.175], [0.023, 0.223, 0.071], [-0.181, 0.202, 0.269], [0.028, -0.076, 0.023], [0.002, 0.257, -0.229], [-0.311, -0.205, -0.262], [0.148, 0.112, 0.013], [-0.006, -0.020, 0.023], [0.023, -0.127, 0.279], [0.214, 0.030, 0.070], [-0.033, 0.030, 0.133]],
  "lowdin_charge": [0.51, -1.59, 0.54, 0.54, -0.06, 0.55, -1.55, 0.52, 0.51, -0.04, 0.55, -0.66, -0.72, 0.58, 0.05, 0.07, 0.05, 0.00, 0.59, -0.69, -0.67, 0.57, 0.04, 0.06, 0.02, 0.06, 0.53, -0.64, -0.66, 0.62, 0.08, 0.07, 0.03, 0.06, 0.57, -0.68, -0.65, 0.61, 0.01, 0.02, 0.00, 0.03, 0.54, -0.66, -0.66, 0.56, 0.08, 0.00, 0.05, 0.07, 0.60, -0.66, -0.66, 0.58, 0.08, 0.07, 0.07, 0.08, 0.58, -0.69, -0.70, 0.57, 0.06, 0.05, 0.07, 0.07, 0.56, -0.66, -0.68, 0.57, 0.07, 0.06, 0.02, 0.06],
  "gap_ev": 10.93,
  "total_charge": 0,
  "homo_energy_ev": -10.64,
  "e_tot_ev": -294713.5338,
  "smiles": "ClC(Cl)Cl.ClC(Cl)Cl.ClCCCl.ClCCCl.ClCCCl.ClCCCl.ClCCCl.ClCCCl.ClCCCl.ClCCCl",
  "relative_energy_kcal_mol": 0.0
}


Record 2
{
  "formula": "C33H39F5N3O",
  "method": "ωB97M-V with the def2-TZVPD basis set",
  "species": ["C", "N", "C", "O", "C", "C", "C", "C", "F", "C", "F", "C", "F", "C", "F", "C", "F", "N", "C", "C", "C", "C", "C", "C", "C", "C", "C", "C", "C", "C", "C", "C", "C", "N", "C", "C", "C", "C", "C", "C", "C", "C", "H", "H", "H", "H", "H", "H", "H", "H", "H", "H", "H", "H", "H", "H", "H", "H", "H", "H", "H", "H", "H", "H", "H", "H", "H", "H", "H", "H", "H", "H", "H", "H", "H", "H", "H", "H", "H", "H", "H"],
  "xyz": [[0.33575, 3.42249, -4.66598], [-0.33403, 2.62243, -3.68045], [-1.50459, 1.96709, -3.95063], [-2.12401, 2.03005, -5.00720], [-1.91245, 1.19874, -2.69014], [-2.03022, -0.30992, -2.85918], [-2.94384, -0.66431, -3.98430], [-2.44130, -1.11317, -5.20791], [-1.09387, -1.22400, -5.35997], [-3.26197, -1.37356, -6.29839], [-2.73305, -1.77173, -7.48109], [-4.64144, -1.20582, -6.16071], [-5.45839, -1.45545, -7.21161], [-5.18459, -0.78179, -4.94868], [-6.52597, -0.62127, -4.81924], [-4.33080, -0.51709, -3.88143], [-4.86252, -0.04801, -2.71792], [-0.87605, 1.60841, -1.77412], [-0.86773, 1.17731, -0.48795], [0.04439, 1.48976, 0.45185], [-0.05265, 0.76255, 1.82738], [0.83158, 1.35488, 2.93515], [0.33805, 1.27128, 4.22816], [0.81121, 2.14038, 5.20714], [1.87539, 3.01325, 4.94727], [2.41711, 3.02503, 3.66208], [1.94866, 2.17318, 2.65011], [-0.29204, -0.77561, 2.02855], [-1.78573, -0.90159, 2.24399], [-2.43829, -2.23822, 2.67533], [-1.75610, -3.49757, 2.06695], [-0.24421, -3.44771, 2.39088], [0.38224, -2.03295, 2.34095], [1.73916, -2.10401, 2.47529], [2.33999, -3.39774, 2.68261], [3.85822, -3.37373, 3.03181], [4.62914, -2.39170, 2.20481], [4.03086, -0.99179, 2.37995], [2.52652, -0.90983, 2.17211], [0.18347, 2.46058, -2.34268], [1.55507, 1.75777, -2.35390], [0.28808, 3.80903, -1.60668], [-0.12967, 3.26832, -5.63260], [0.29084, 4.48464, -4.41872], [1.38491, 3.13775, -4.72735], [-2.88438, 1.57381, -2.33738], [-1.04277, -0.74059, -3.05796], [-2.42084, -0.73034, -1.92580], [-1.65676, 0.45853, -0.24678], [0.85057, 2.19793, 0.24095], [-1.10623, 1.10433, 2.03896], [-0.45226, 0.53222, 4.41717], [0.35081, 2.14662, 6.18605], [2.24623, 3.68066, 5.72519], [3.22046, 3.71955, 3.42437], [2.43349, 2.12071, 1.66321], [0.22442, -0.48019, 0.93509], [-2.07245, -0.24895, 3.07232], [-2.25586, -0.58771, 1.31397], [-2.40375, -2.37000, 3.78113], [-3.50265, -2.27481, 2.37103], [-2.22012, -4.44539, 2.43363], [-1.85142, -3.49745, 0.97207], [0.21510, -4.23545, 1.73752], [-0.12724, -3.97544, 3.39123], [2.24959, -4.01697, 1.77930], [1.86181, -3.92365, 3.50545], [4.22180, -4.40377, 2.92078], [3.94161, -3.14583, 4.11082], [5.67736, -2.40390, 2.51339], [4.59094, -2.68407, 1.15302], [4.27982, -0.62034, 3.37950], [4.52650, -0.29829, 1.69176], [2.32823, -0.60426, 1.10640], [2.15432, -0.07710, 2.78137], [1.50224, 0.83124, -2.94528], [2.28925, 2.43426, -2.80899], [1.90446, 1.50062, -1.34713], [-0.60422, 4.41078, -1.82205], [0.36405, 3.69732, -0.52238], [1.18275, 4.32957, -1.96545]],
  "forces_ev_per_angstrom": [[0.346, 0.352, -0.086], [-0.551, -0.406, -0.280], [-0.361, 0.392, -0.877], [0.655, -0.291, 1.178], [-0.184, 0.834, -0.105], [0.317, -0.252, -0.050], [-0.720, -0.373, -0.588], [0.285, 0.267, 0.034], [-0.876, -0.010, 0.048], [0.138, -0.173, -0.453], [-0.509, 0.339, 1.045], [-0.394, -0.183, -0.609], [0.741, 0.217, 0.949], [-0.531, 0.089, 0.106], [1.223, -0.145, -0.131], [0.071, 0.175, 0.027], [0.352, -0.377, -0.662], [0.283, -0.164, 0.790], [0.415, -0.004, -0.243], [0.947, -1.273, 0.326], [-0.427, 3.421, 2.322], [-0.222, 1.342, -0.970], [-0.082, 0.215, 0.090], [0.460, -0.183, 0.255], [-0.627, -0.273, -0.449], [0.493, -0.260, -0.342], [-0.736, 0.134, 0.659], [0.126, -1.893, -2.538], [-1.393, -1.134, -0.281], [0.244, -1.459, -0.160], [0.094, 0.772, 0.005], [-1.659, -1.059, 0.699], [3.771, -0.482, 0.536], [-2.369, 0.545, -0.232], [2.046, -1.026, -0.077], [-1.035, -0.251, 0.828], [0.041, 0.340, -0.190], [0.685, -0.183, 0.228], [0.108, 0.748, -0.617], [-0.054, -0.261, 0.535], [-0.026, -0.179, -0.256], [-0.200, 0.177, -0.357], [-0.122, -0.075, -0.016], [-0.071, 0.023, -0.008], [0.047, -0.035, -0.098], [0.088, 0.055, -0.309], [-0.137, 0.079, 0.137], [0.097, -0.032, -0.132], [0.130, 0.315, -0.155], [-0.383, -0.754, 0.496], [1.267, -0.295, 0.540], [0.159, 0.601, 0.169], [0.056, -0.122, 0.060], [-0.135, -0.149, -0.294], [-0.019, -0.210, 0.109], [-0.361, 0.367, 0.513], [-1.519, -2.351, 0.639], [0.130, 0.540, -0.429], [-0.437, 0.242, 0.253], [-0.030, 0.300, -0.622], [0.513, 0.382, 0.312], [0.453, 0.799, -0.202], [-0.203, 0.070, 0.185], [0.237, 1.349, 0.165], [0.077, 1.286, -0.735], [-0.181, 0.187, 0.075], [-0.209, 0.110, -0.133], [-0.080, 0.261, -0.063], [0.136, 0.094, -0.401], [-0.077, 0.135, -0.142], [0.043, -0.022, -0.091], [-0.092, -0.154, 0.020], [-0.237, -0.051, 0.053], [-0.034, -0.480, 0.567], [0.226, -0.850, -0.271], [0.009, 0.289, 0.130], [-0.090, -0.257, 0.120], [-0.113, 0.147, -0.299], [0.237, -0.077, 0.053], [-0.026, 0.139, -0.399], [-0.230, 0.076, 0.095]],
  "lowdin_charge": [0.00, -0.03, -0.35, 0.10, -0.16, -0.05, -0.09, -0.14, 0.09, -0.11, 0.12, -0.10, 0.12, -0.11, 0.11, -0.13, 0.09, -0.01, -0.08, -0.06, -0.24, -0.24, -0.03, -0.06, -0.07, -0.06, -0.05, -0.17, -0.16, -0.16, -0.18, -0.12, -0.04, -0.01, -0.15, -0.17, -0.20, -0.15, -0.12, -0.47, 0.01, 0.01, 0.10, 0.10, 0.09, 0.17, 0.14, 0.12, 0.12, 0.07, 0.15, 0.12, 0.11, 0.11, 0.11, 0.12, 0.22, 0.12, 0.11, 0.12, 0.12, 0.13, 0.11, 0.13, 0.15, 0.13, 0.12, 0.12, 0.13, 0.12, 0.12, 0.12, 0.12, 0.15, 0.09, 0.10, 0.09, 0.07, 0.11, 0.07, 0.09],
  "gap_ev": 7.77,
  "total_charge": 1,
  "homo_energy_ev": -10.84,
  "e_tot_ev": -54948.8859,
  "smiles": "CN1C(=O)[C@@H](Cc2c(F)c(F)c(F)c(F)c2F)N(/C=C/[C@H](c2ccccc2)[C@@H]2CCCCC2=[N+]2CCCCC2)C1(C)C"
}